# 1
The following is a quantum chemistry calculation of a molecular structure, C31H55BrNP3Sn in a non-equilibrium geometry, from OMol25.

Output
Lowest unoccupied orbital energy (alpha / beta) ... -7.903 / -8.068 eV
Charge ... +2
Molar mass ... 733.3 g mol⁻¹
HOMO level (alpha / beta) ... -11.570 / -11.546 eV
ΔE to the lowest compared entry with this formula, charge and spin ... 2.6954 eV
HOMO-LUMO gap (alpha / beta) ... 0.1348 / 0.1278 Ha

Element x y z (Å)
Sn: -0.3180 -2.7603 -1.8747
Br: -0.7556 0.2684 0.3245
P: 2.2929 -0.8675 1.0842
P: -1.3302 2.5845 -0.4467
P: -3.8864 -2.4285 2.4112
N: 1.9872 -1.0092 -10.2839
C: 2.2610 -2.0380 3.6691
C: -0.3316 -0.5908 -4.1487
C: -2.8067 -1.1340 4.7006
C: -0.9384 5.3016 0.0127
C: -3.0360 -0.9811 3.2065
C: 2.5624 -1.5941 -7.9921
C: -3.0944 -4.8745 1.7596
C: 0.8310 -0.3150 -3.3715
C: -3.0884 2.0609 -0.4211
C: 1.3237 -1.1165 -7.5069
C: -1.0260 3.9336 0.6959
C: -6.2267 -1.3002 1.5988
C: 2.8278 -0.8550 2.8475
C: -2.6303 -3.4082 1.6376
C: -3.8365 2.0758 -1.7254
C: -4.8326 -1.6725 1.0927
C: 4.7954 -2.0832 0.4753
C: 0.7864 3.1915 -2.2848
C: -1.7740 -0.6452 -2.1954
C: -0.6943 2.9308 -2.0842
C: 0.8267 -0.5125 -9.8176
C: 3.2902 -2.1722 0.2524
C: 0.4541 -0.5193 -8.4530
C: 2.8145 -1.5773 -9.3849
C: -0.6008 -0.2670 -1.4469
C: -0.1746 -0.9302 -5.5267
C: 1.0560 -1.1086 -6.0695
C: -1.6105 -0.6375 -3.5946
C: 4.1144 1.3890 1.1063
C: 2.8596 0.8062 0.4454
C: 0.7036 -0.2576 -2.0139
H: 4.9890 0.7334 1.0171
H: 5.0709 -1.8139 1.5078
H: 3.2980 -1.9579 -7.2811
H: -0.4630 -0.0335 -8.0943
H: 3.7239 -2.0277 -9.7814
H: -3.7458 -1.1611 5.2648
H: -1.6374 5.4250 -0.8144
H: 1.9683 1.4158 0.6942
H: -3.4539 1.3508 -2.4487
H: -4.8587 1.7673 -1.5059
H: 1.0604 4.1602 -1.8650
H: -3.7568 -0.1842 3.0174
H: -3.1325 1.0333 -0.0410
H: -4.9105 -2.3487 0.2376
H: 1.1635 -2.0454 3.5954
H: 3.0047 -2.1448 -0.8174
H: -1.1705 6.0512 0.7654
H: 2.3777 0.0738 3.2524
H: 1.5950 -0.1343 -1.4079
H: -2.5114 -3.0595 0.6034
H: -3.4069 -5.1234 2.7859
H: 3.9198 -0.7479 2.9621
H: -3.8304 3.0763 -2.1576
H: 1.8112 -0.1422 -3.7872
H: 5.2148 -3.0735 0.2557
H: -2.2662 -0.2537 5.0407
H: 2.6281 -3.0108 3.3083
H: -2.2700 -5.5414 1.4878
H: 1.3984 2.4016 -1.8540
H: -1.6791 -3.2433 2.1593
H: -0.1418 3.7340 1.3216
H: 0.1130 -0.0664 -10.5243
H: -1.9204 3.9071 1.3466
H: 5.2488 -1.3787 -0.2328
H: -3.5384 2.6843 0.3631
H: 0.0568 5.5381 -0.3545
H: 3.9099 1.5632 2.1655
H: -6.8860 -1.0355 0.7721
H: -1.0856 -1.0696 -6.0993
H: -2.5460 -0.7306 -4.1606
H: -2.2339 -2.0355 4.9216
H: -1.2804 3.8211 -2.3321
H: -2.7348 -0.9122 -1.7397
H: 2.9592 0.8350 -0.6477
H: 2.5243 -1.9284 4.7330
H: 4.3674 2.3682 0.6776
H: 1.8967 -1.2369 -5.3788
H: -6.1551 -0.4445 2.2685
H: -4.2577 -0.7925 0.7778
H: -2.1421 -0.7889 2.5988
H: 1.0683 3.1940 -3.3423
H: -1.0631 2.1623 -2.7637
H: -3.9400 -5.0504 1.0846
H: -6.7139 -2.1152 2.1361
H: 2.8823 -3.1014 0.6876

# 2
The following is a quantum chemistry calculation of a molecular structure, C31H55InO6Si in a non-equilibrium geometry, from OMol25.

Output
Lowest unoccupied orbital energy ... -1.267 eV
Charge ... 0
Molar mass ... 666.7 g mol⁻¹
HOMO level ... -7.795 eV
HOMO-LUMO gap ... 0.2399 Ha

Element x y z (Å)
In: -0.4568 -0.3474 -0.7233
Si: 0.2507 0.3691 2.7203
O: 1.6696 1.2259 -4.9831
O: -0.5615 -0.2137 -5.9433
O: 0.5266 1.7764 3.5255
O: -1.1028 -0.2870 3.3753
O: 0.0530 0.5073 1.1381
O: 1.5586 -0.5594 3.1487
C: 1.2326 -1.9713 -1.1803
C: 1.0482 -1.7379 -6.9801
C: -2.7391 -0.4276 0.7982
C: 0.4618 4.0740 2.8886
C: 2.9226 -0.1606 3.4305
C: -3.2380 -2.0499 -0.7536
C: -2.9342 -1.8173 0.6148
C: -0.6663 -0.6691 5.7638
C: 1.8908 -1.9920 0.0988
C: -2.8570 -1.1559 4.7476
C: -1.4456 -1.9951 -7.3669
C: -0.0150 -3.2504 0.3175
C: -2.8048 0.2036 -0.5027
C: 3.4058 0.8436 2.3950
C: -3.2373 -0.8104 -1.4378
C: -1.3551 -1.1687 4.5048
C: -1.6597 2.8961 3.4733
C: 1.2380 2.6038 -4.7120
C: -0.6731 0.9483 -6.8669
C: 1.1197 -2.7656 0.9859
C: -0.2878 -1.0570 -7.0920
C: 3.0335 0.4106 4.8402
C: -0.1760 3.0084 3.7732
C: 3.7777 -1.4167 3.3555
C: 0.9621 0.4687 -3.9619
C: -0.2590 0.1384 -8.0846
C: -0.4220 1.0753 -3.7747
C: 0.0073 -2.7658 -1.0186
C: -0.8452 -2.5636 4.1921
C: -0.0367 3.3419 5.2498
C: -0.1867 2.5540 -4.1335
H: 0.0231 1.7423 -6.6148
H: 1.0106 3.4366 5.5563
H: -0.0582 5.0323 3.0166
H: 0.7607 0.3835 -8.4060
H: 1.8018 -1.0219 -6.6248
H: 1.8967 3.0242 -3.9280
H: -2.1459 2.1655 4.1317
H: 0.2481 -2.5596 4.1203
H: -0.9743 0.1139 -8.8950
H: 3.4708 -2.1444 4.1159
H: 4.4852 1.0036 2.5280
H: 0.9474 -0.5925 -4.2368
H: 0.9900 -2.5713 -6.2777
H: -1.2801 -2.5247 -8.3090
H: -0.5578 4.2855 5.4576
H: -0.8493 0.9239 -2.7793
H: -1.7093 1.3232 -6.8901
H: -0.9280 -1.3450 6.5922
H: -1.8574 2.6501 2.4243
H: 4.8303 -1.1594 3.5335
H: 2.4305 1.3175 4.9580
H: -0.2208 3.1396 -3.2018
H: 1.3985 -3.0215 2.0080
H: -1.0083 0.3383 6.0358
H: -2.8110 1.2773 -0.6713
H: -3.5121 -3.0153 -1.1867
H: 0.3805 3.7913 1.8300
H: 1.5163 0.5604 -2.9928
H: -2.9298 -2.5565 1.4159
H: -1.1300 -3.2456 5.0065
H: -2.1184 3.8730 3.6813
H: -0.5077 2.5633 5.8613
H: 2.8711 -1.5630 0.3169
H: -1.1555 0.6415 -4.4429
H: -1.5249 -2.7302 -6.5603
H: -0.6358 -3.0941 -1.8414
H: -3.1043 -1.8348 5.5753
H: 1.6801 -1.7014 -2.1323
H: 0.4262 -0.6810 5.6595
H: 2.7130 -0.3259 5.5881
H: -3.4188 -1.4775 3.8648
H: -3.5719 -0.6203 -2.4545
H: -0.7473 -3.9383 0.7396
H: -1.2647 -2.9512 3.2581
H: 3.2404 0.4678 1.3796
H: -2.6505 0.0910 1.7455
H: -0.9546 2.9377 -4.8209
H: 4.0846 0.6696 5.0420
H: -2.3778 -1.4285 -7.4626
H: 2.9065 1.8113 2.5112
H: -3.1887 -0.1499 5.0373
H: 1.3401 -2.1220 -7.9661
H: 1.5221 4.2231 3.1444
H: 3.7074 -1.8842 2.3695
H: 1.3122 3.2098 -5.6318